Entry 1:
Here is 3 unconnected molecules or ions with the total composition C12H34BrN3O7P3S in a non-equilibrium geometry from the OMol25 dataset. Energies are from ωB97M-V/def2-TZVPD.

Each line ends with the natural charge from an NBO analysis.
Cartesian coordinates (Å):
1 H -1.2576 -5.4404 -3.3603  0.005
2 S -0.6835 -5.9380 -0.6663  -0.470
3 H 1.4602 4.1194 0.6501  0.186
4 H -5.4384 -2.0566 4.4763  0.208
5 H -3.7632 1.8383 4.0788  0.195
6 O 1.9320 -4.3693 -3.4652  -0.964
7 C 1.2802 -2.1735 -1.6368  -0.266
8 O 1.4778 1.7627 -1.8779  -1.057
9 H -1.6614 -2.3063 -3.9194  0.271
10 H 2.0208 5.6394 1.3242  0.167
11 C -4.8405 -1.8348 2.3992  -0.083
12 H 0.8360 -1.4108 -4.3849  0.475
13 H 3.3326 5.6412 3.1671  0.173
14 H 5.3099 5.0925 1.0111  0.204
15 P 2.5732 -3.0376 -2.6965  2.230
16 O 0.2456 -3.0380 -1.1939  -0.500
17 C -4.1575 0.8295 3.9521  -0.251
18 Br -2.4245 -2.0124 -1.2431  0.056
19 H -2.9024 -4.8426 -1.8366  0.034
20 P 2.0704 0.4964 -2.4688  1.445
21 O 3.1068 -2.1092 -3.7727  -1.111
22 H 2.9690 5.0131 -0.9343  0.192
23 H -6.3942 -0.8560 3.5962  0.208
24 H -4.6099 -2.8850 2.1925  0.188
25 H -5.4687 -0.2423 1.3247  0.359
26 C -5.8874 -1.8161 3.5100  -0.616
27 H -3.1162 -1.5330 3.7199  0.170
28 N 3.9271 3.2774 -0.2910  -0.840
29 H 3.2788 0.1717 -1.7651  -0.006
30 O -3.5587 0.2692 2.7940  -0.552
31 H -0.2698 -3.3743 -4.1231  0.271
32 H 1.8281 -1.8441 -0.7187  0.271
33 H -5.2370 0.9159 3.8194  0.169
34 C -0.6550 -2.5375 -3.4999  -0.333
35 C -0.8942 -3.0316 -2.0266  -0.064
36 H -0.4579 -0.5127 -3.9287  0.457
37 H 3.7488 -3.3584 -0.8572  0.514
38 H 5.1864 5.7392 -0.6110  0.220
39 C 0.7774 -0.8640 -2.3268  -0.418
40 C 4.6169 5.5376 0.2983  -0.615
41 O 2.6663 3.8920 2.2391  -0.552
42 H 4.5751 4.3815 2.8720  0.165
43 C -3.5144 -1.1478 2.7733  -0.071
44 H 4.1836 2.8644 0.6035  0.351
45 C 2.3383 4.6217 1.0661  -0.076
46 H 2.3121 -4.3305 -4.3575  0.527
47 H 3.1494 2.7058 -0.6103  0.356
48 H 2.4496 0.7320 -3.8336  -0.014
49 H 3.3708 4.1547 4.1330  0.191
50 N -5.4286 -1.2503 1.1870  -0.812
51 H -4.7731 -1.3631 0.4185  0.328
52 P -1.4930 -4.8627 -2.0800  0.773
53 H -3.9290 0.2510 4.8510  0.173
54 O 3.8676 -3.5664 -1.7949  -0.916
55 H -6.6581 -2.5623 3.3094  0.224
56 N 0.1564 -1.2772 -3.6204  -0.525
57 C 3.4299 4.6306 -0.0186  -0.080
58 H -2.7790 -1.4013 2.0023  0.168
59 H -0.0385 -0.4553 -1.6831  0.311
60 C 3.5325 4.5668 3.1361  -0.250
61 H 4.2817 6.4977 0.6976  0.207

For the frontier orbital gap, the calculation gives 7.15 eV. Its total charge is +1. Its multiplicity is 1. The LUMO energy comes out at -3.67 eV. The total energy is -140534.703 eV.


Entry 2:
Here is a gas-phase ion, C20H37Cl2FN3O5P2 (charge +1) in a non-equilibrium geometry from the OMol25 dataset. Energies are from ωB97M-V/def2-TZVPD.

Each line ends with the natural charge from an NBO analysis.
Cartesian coordinates (Å):
1 O -1.0496 4.4466 2.2984  -0.971
2 H 0.8300 -3.4082 -1.9675  0.222
3 Cl 0.3505 1.6019 4.0841  -0.082
4 H 0.1264 2.4220 1.6492  0.241
5 H 0.0640 -4.6043 -3.0551  0.258
6 H 2.4801 2.3661 -4.2339  0.254
7 H 3.9398 -0.6250 2.0854  0.399
8 C -2.0138 0.9248 1.7238  -0.654
9 H -1.3040 0.4417 -1.5780  0.186
10 H -3.9149 0.7200 -2.5005  0.168
11 H 2.1465 1.1333 2.6737  0.216
12 H 4.6546 -0.9463 -1.1599  0.523
13 C -1.8628 0.8130 -0.7282  -0.438
14 N -2.3557 1.6653 -3.6510  -0.841
15 H -4.0509 2.4519 -2.7851  0.210
16 C -0.3032 -4.9467 -1.0032  0.795
17 H 1.9270 1.7537 0.9266  0.465
18 H 2.0080 0.0063 5.1338  0.247
19 H 1.1603 -1.3582 2.0910  0.242
20 C 2.1311 1.6083 -3.5760  -0.149
21 C -1.7946 -3.5304 0.2500  -0.061
22 H 1.0761 3.6144 -0.5053  0.274
23 H 1.7690 -1.4087 4.1427  0.217
24 P 3.0151 -0.6358 0.1594  2.245
25 H -2.2550 -3.3762 -0.7255  0.176
26 C -0.3602 2.4213 0.6730  -0.616
27 C 0.5934 -0.4297 2.1440  -0.535
28 O 3.7934 -0.5052 -1.2318  -0.977
29 C -1.0022 1.0074 0.5481  -0.012
30 N 1.7614 1.6791 -0.0862  -0.022
31 C 1.4062 0.2325 -0.2935  -0.190
32 H 3.4206 -2.7597 0.1579  0.529
33 H 1.6206 -1.0802 -2.0215  0.272
34 H -0.1108 4.3063 2.4785  0.492
35 C -3.3444 1.6520 -2.5759  -0.215
36 C 1.3952 0.4818 3.1028  -0.168
37 P -1.5958 3.8495 0.8914  1.199
38 C 1.7126 0.8362 -2.7668  -0.069
39 H -1.0947 -2.5102 1.9300  0.219
40 H 3.2106 -0.3661 3.9499  0.221
41 H -2.9984 1.2052 1.3543  0.231
42 C 1.1735 -0.1160 -1.7969  -0.547
43 O 2.6536 -2.1906 0.3212  -0.990
44 H -2.0277 2.8289 -1.4696  0.206
45 H -0.2791 -0.7180 2.7185  0.257
46 F 2.9751 2.0498 -0.6185  -0.155
47 C -1.4418 -2.2173 0.9417  -0.443
48 H -0.7546 -1.4140 -0.8637  0.209
49 H 0.4699 -2.1754 0.0952  0.240
50 H 0.2206 2.3278 -1.3810  0.259
51 H -1.7903 1.6134 2.5256  0.235
52 C -2.6886 1.9913 -1.2391  -0.416
53 H -0.8872 -3.3292 -2.3089  0.218
54 H 0.1294 -0.2110 -2.0488  0.258
55 H -2.5457 -4.0251 0.8642  0.206
56 O -0.1357 -6.1241 -1.0904  -0.513
57 H -2.8011 1.6712 -4.5590  0.376
58 Cl -0.8304 5.2086 -0.4826  -0.323
59 C -0.0547 -4.0132 -2.1564  -0.735
60 C 0.1565 -0.1132 0.6702  0.142
61 H -2.5673 0.0123 -0.4986  0.218
62 C -0.3636 -1.4816 0.1438  -0.425
63 O -0.6636 -4.3987 0.1997  -0.540
64 C 2.1427 -0.3882 4.1331  -0.627
65 H -2.3752 -1.6673 1.0189  0.216
66 H -2.1224 -0.0659 2.1440  0.226
67 C 0.6647 2.6151 -0.4338  -0.267
68 N 3.7723 0.0312 1.3317  -1.353
69 H -3.4508 2.3026 -0.5322  0.226
70 H -1.7603 0.8468 -3.6317  0.341

For the frontier orbital gap, the calculation gives 9.47 eV. Its total charge is +1. Its multiplicity is 1. The calculation puts the energy above the lowest of the compared OMol25 structures with the same formula, charge and spin at 0.0 kJ/mol. The LUMO energy comes out at -2.65 eV. The SMILES is C#CC[C@@]1(P(=N)(O)O)[N@@H+](F)C[C@@H](P(O)Cl)[C@@](C)(CCCN)[C@]1(CCCOC(C)=O)C[C@H](C)Cl. The total energy is -82379.601 eV.


Entry 3:
Here is a molecular structure, C34H48N4ORe in a non-equilibrium geometry from the OMol25 dataset. Energies are from ωB97M-V/def2-TZVPD.

Each line ends with the Mulliken spin population.
Cartesian coordinates (Å):
1 H 0.1743 0.5348 -3.6995  -0.013
2 C 1.2747 0.5008 4.5941  -0.117
3 H 3.1757 0.2026 1.2008  -0.012
4 C -0.1183 0.6172 4.5773  0.055
5 H 2.4873 -2.0617 1.4099  -0.008
6 H -0.0334 2.2561 -4.0565  0.002
7 N -3.5594 -1.0774 -3.2216  0.005
8 H 5.5268 0.0138 -3.9383  0.000
9 H 4.7828 -0.8625 1.6215  0.001
10 H 0.2449 -2.5596 -1.2602  0.011
11 N 1.7241 0.0778 -0.2371  -0.029
12 C -4.2600 -1.3697 1.3086  -0.001
13 H 5.4302 -2.4873 1.4840  0.000
14 H -2.4380 3.9223 -1.2495  0.000
15 C 0.7030 1.4811 -3.8452  0.016
16 H 2.8417 3.5208 -2.0540  0.000
17 N -0.8709 0.1091 1.0306  -0.290
18 H 3.1335 -3.6188 0.9364  0.000
19 H -3.5569 -3.8907 2.3568  0.000
20 H 1.3446 1.3771 -4.7178  0.002
21 C -0.1539 0.2705 2.1621  0.031
22 H 2.5547 3.3860 -3.7850  0.002
23 H -3.8954 -1.9814 -3.5152  0.000
24 C -2.9912 -3.2513 3.0303  -0.001
25 O -2.0751 0.1854 -2.1028  0.030
26 C 4.0658 -2.0065 -0.1160  0.001
27 H 3.6055 1.5148 -4.1605  0.000
28 H 1.7956 2.8897 0.3759  0.001
29 C 4.7517 0.0108 -3.1897  -0.008
30 H -1.3948 2.2233 0.0024  0.015
31 Re -0.1938 0.2102 -0.8573  1.253
32 C -0.8093 0.4964 3.3952  -0.112
33 C 1.5379 1.8703 -2.6158  0.063
34 H 0.2411 -1.5906 -2.7386  -0.014
35 H -4.7502 -2.2783 1.6164  0.000
36 C 1.2833 0.2451 2.1679  -0.002
37 H -6.0821 -0.5108 0.5957  0.000
38 C -3.0856 3.1010 -0.9497  -0.002
39 H 3.0278 0.2684 3.4210  -0.003
40 H -2.3598 -3.8956 3.6360  0.000
41 C 2.1075 0.1517 1.0126  -0.002
42 C -3.0754 1.0237 0.5311  -0.038
43 H -0.6565 0.8034 5.4933  0.000
44 C -4.4426 0.8455 0.4052  0.007
45 H -2.1636 -2.4533 -1.0559  -0.008
46 H -1.8033 -2.9864 -2.7040  -0.004
47 H -2.0236 2.7257 2.3390  0.003
48 H 2.0407 -2.7701 -0.1467  0.005
49 C -2.2828 -0.0364 1.0380  0.074
50 H -1.8852 0.5909 3.3852  -0.001
51 C 2.7376 0.0002 -1.2411  -0.047
52 H -4.0949 -0.2697 -3.5082  0.000
53 C -0.2665 -1.7454 -1.7729  -0.025
54 C 3.8257 -0.8959 -1.1308  -0.015
55 C -2.4592 2.3700 0.2376  0.008
56 H 5.6623 -1.5104 -2.0312  0.000
57 C 2.0945 3.2842 -2.8070  0.011
58 C 1.9506 0.3368 3.4102  0.060
59 H -2.0819 4.1906 1.3474  0.001
60 H -5.0557 1.6535 0.0404  -0.001
61 H 1.2938 4.0191 -2.7556  -0.001
62 C -1.7212 -2.1483 -2.0108  -0.005
63 C -2.1053 -2.2670 2.2698  -0.012
64 H -1.6594 -3.6865 0.6965  0.000
65 C 3.6639 0.8514 -3.3131  0.002
66 H -3.1956 2.4298 -1.7968  0.001
67 H 0.4367 3.6431 -0.0930  0.003
68 H -1.5134 -1.7305 3.0188  -0.007
69 C -5.0245 -0.3630 0.7438  -0.005
70 N 0.7819 2.8080 0.3753  0.018
71 H -0.4796 -2.3535 0.8363  -0.004
72 C -1.1226 -3.0382 1.3856  0.035
73 H 0.4895 2.8910 1.3444  0.003
74 C 2.6508 0.8652 -2.3653  -0.028
75 H 4.5142 -2.8124 -0.7099  -0.001
76 C -2.5364 3.2170 1.5144  -0.005
77 C 4.8179 -0.8439 -2.1118  0.007
78 H -0.4957 -3.6689 2.0104  0.001
79 H -3.5725 3.3708 1.8068  -0.001
80 C -2.4809 -0.9370 -2.4691  0.022
81 H 0.8548 1.9334 -1.7488  0.101
82 H -3.6757 -2.7246 3.6907  0.000
83 H 6.0208 -1.2168 0.4201  0.000
84 H 1.8108 0.5568 5.5267  0.001
85 C 5.1363 -1.6100 0.9143  -0.002
86 C 2.8520 -2.6359 0.5627  0.007
87 H -4.0542 3.5252 -0.7019  -0.001
88 C -2.8928 -1.2263 1.5045  -0.029

For the frontier orbital gap (spin up / spin down), the calculation gives 5.61 / 6.71 eV. Its total charge is +2. Its multiplicity is 2. The LUMO energy (spin up / spin down) comes out at -8.35 / -6.78 eV. The total energy is -46161.001 eV.


Entry 4:
Here is 2 unconnected molecules or ions with the total composition C2H5NO2 from the OMol25 dataset. Energies are from ωB97M-V/def2-TZVPD.

Each line ends with the natural charge from an NBO analysis.
Cartesian coordinates (Å):
1 O 0.7615 0.9479 2.4122  -0.607
2 H 1.0032 -0.1210 -1.3278  0.124
3 H -1.1623 0.4337 -0.0588  0.418
4 C 0.1750 0.3894 1.5074  0.519
5 N -0.6927 0.9802 0.6500  -0.837
6 H -0.9707 1.9367 0.8141  0.398
7 H 0.2935 -0.6928 1.2876  0.099
8 C 0.4091 -0.9963 -1.6537  0.284
9 O -0.7656 -1.1173 -1.3952  -0.520
10 H 0.9491 -1.7606 -2.2358  0.121

For the frontier orbital gap, the calculation gives 10.16 eV. Its total charge is 0. Its multiplicity is 1. The calculation puts the energy above the lowest of the compared OMol25 structures with the same formula, charge and spin at 114.4 kJ/mol. The LUMO energy comes out at 0.22 eV. The SMILES is NC=O.C=O. The total energy is -7739.566 eV.